Record 1
Entry from OMol25: a structure of composition C2 (ωB97M-V/def2-TZVPD).

Output
Calculated total energy: -2061.47608 eV
Relative energy (zero: lowest compared OMol25 entry of this formula, charge and spin): 75.1 kcal/mol
Largest force on an atom: 6.78 eV/A

Each line ends with the Löwdin charge.
Cartesian coordinates (Å):
C (0.00000, 0.00000, 0.96344)  0.0000
C (0.00000, 0.00000, -0.96344)  0.0000

Forces on the atoms, in the same order (eV/Å):
C 0.0 0.0 -6.8
C 0.0 0.0 6.8

---

Record 2
Entry from OMol25: a structure of composition C20H11F3N4OS (ωB97M-V/def2-TZVPD).

Output
Calculated total energy: -47912.65318 eV
Relative energy (zero: lowest compared OMol25 entry of this formula, charge and spin): 58.0 kcal/mol
Largest force on an atom: 6.72 eV/A

Each line ends with the Löwdin charge.
Cartesian coordinates (Å):
C (3.72745, 2.37482, 0.12199)  -0.0815
C (-1.44409, 0.66016, -3.25305)  -0.3194
F (-4.00316, -3.90793, 1.23942)  0.0904
H (0.97508, 2.38181, 2.83594)  0.1308
N (1.02873, -0.51138, 2.66232)  0.2042
C (-2.76467, -4.36600, 1.65344)  -0.5434
C (-1.95275, -3.18280, 2.07071)  -0.1104
H (-0.16165, 2.16415, -0.63123)  0.0953
C (-1.60659, -2.22560, 1.05076)  0.1117
C (0.11202, -0.39432, 0.57461)  -0.0962
N (-1.17142, -3.29012, 3.24670)  0.1120
C (2.82604, 1.26110, 0.25569)  -0.0228
C (1.84100, 2.35890, 2.14610)  -0.0815
N (-0.52670, -1.37878, 1.32876)  0.0795
H (2.50210, 4.02394, 2.92412)  0.1010
H (-2.16621, -2.26153, 0.16529)  0.1158
C (-0.44453, -1.01576, -1.74355)  -0.0279
H (-1.91288, 0.49732, -5.25276)  0.1704
N (-1.89956, 1.09471, -4.44857)  0.1068
H (-1.21011, -1.45479, -3.71563)  0.1050
C (-0.27316, -0.02930, -0.79709)  -0.1804
S (-1.35665, 3.30920, -3.16472)  1.0860
C (-0.15126, -2.48639, 3.51302)  0.0279
C (-1.07954, -0.68799, -2.97285)  0.0301
H (0.48049, -2.51819, 4.32429)  0.0903
F (-2.94527, -5.40954, 2.54458)  0.1184
C (3.72794, 3.45845, 1.02156)  -0.0521
C (-0.48412, 1.30368, -1.13742)  0.0424
C (1.83479, 1.31770, 1.25121)  -0.1918
C (0.13370, -1.41529, 2.50744)  -0.2879
O (-1.72256, 2.87609, -5.68668)  0.0560
H (4.49530, 2.22572, -0.73071)  0.1248
H (4.35927, 4.28516, 0.80527)  0.0814
F (-2.28846, -4.88458, 0.53099)  0.1446
C (0.98266, 0.12147, 1.46027)  -0.2056
C (-1.20449, 1.66308, -2.39463)  -0.3728
H (3.02897, 0.30399, -0.21888)  0.1152
H (-0.21055, -2.05330, -1.56566)  0.1181
C (2.74888, 3.36739, 2.09507)  -0.0674
C (-1.82405, 2.42475, -4.61611)  -0.8167

Forces on the atoms, in the same order (eV/Å):
C 0.5 -1.4 -0.9
C 0.2 -3.0 0.0
F 0.3 -0.4 0.9
H 1.0 0.1 0.0
N 0.5 0.9 -0.5
C -2.2 -0.4 0.1
C 4.0 2.4 -0.3
H 0.4 0.6 1.5
C 0.3 -2.3 4.3
C -0.9 -0.2 -0.3
N 0.5 0.0 0.2
C 0.6 1.4 1.3
C -1.8 -0.6 0.2
N -1.7 -1.1 -2.0
H 1.1 0.9 -0.5
H -0.2 0.6 -1.4
C -2.0 0.2 -2.4
H -0.1 0.1 -0.4
N -1.1 -1.4 0.3
H -0.1 -0.1 -0.2
C 0.3 1.0 0.9
S -0.4 -1.8 1.5
C -3.7 1.1 -5.5
C 0.8 0.6 1.3
H 0.9 -0.5 2.0
F 0.4 2.1 -1.1
C -2.3 -2.0 0.5
C -2.5 0.6 -3.5
C 1.4 -1.7 -1.5
C -0.8 -3.2 3.9
O -0.8 2.4 -3.8
H -1.2 0.8 1.6
H 0.5 0.6 0.4
F 0.9 -0.8 -0.4
C 1.8 2.5 0.1
C 3.2 0.8 4.2
H -0.2 0.4 -0.5
H 0.1 -0.1 0.2
C 0.8 1.0 -0.9
C 1.6 -0.2 0.6

---

Record 3
Entry from OMol25: a structure of composition C20H11F3N5S8SbTc (ωB97M-V/def2-TZVPD).

Output
Calculated total energy: -131934.17416 eV
Relative energy (zero: lowest compared OMol25 entry of this formula, charge and spin): 40.7 kcal/mol
Net charge: +1
Largest force on an atom: 2.64 eV/A

Each line ends with the Löwdin charge.
Cartesian coordinates (Å):
F (-5.56477, 1.90899, -1.15536)  0.1473
H (-1.49066, 2.49503, 2.51865)  0.1185
N (-3.93839, -4.73114, -4.88546)  0.2001
C (2.25608, -1.88626, 1.16113)  -0.0577
C (5.65429, 1.40528, 2.02322)  -0.0792
S (-0.79709, 1.33318, -2.81925)  0.1344
H (4.03389, 3.94417, 4.35084)  0.1143
H (-0.09803, 1.02645, 1.09462)  0.1039
C (-2.40455, -3.23893, -2.14181)  -0.9819
S (-1.25083, -2.48402, -3.25627)  0.2482
H (0.74347, -2.80427, -0.02637)  0.0735
F (-5.96997, 2.10320, 0.96151)  0.1571
C (-3.66915, -4.48721, -3.79489)  -0.2204
Tc (-0.77344, -0.70109, -1.70754)  0.6236
C (4.46694, 3.19880, 3.69404)  -0.1232
C (-1.15045, 1.16144, 0.88898)  -0.0953
H (3.18268, 1.58784, 4.33692)  0.1097
N (5.46141, 3.60969, 2.91898)  0.0763
C (-5.30011, 1.38673, 0.05122)  -0.6047
N (-1.65759, 0.51235, -0.16800)  -0.1693
C (-3.29616, 2.05063, 1.42473)  0.0427
N (1.00025, -0.82084, -0.56974)  -0.1711
S (-1.85517, -2.68272, -0.61393)  0.6634
S (-0.99976, 1.33350, -4.76788)  0.0203
S (4.05118, -0.70775, 2.78121)  1.0777
F (-5.79280, 0.13825, 0.07062)  0.1514
N (-4.60481, -5.41511, -0.58294)  0.2079
C (-1.92904, 1.96097, 1.68955)  -0.0169
H (2.44845, -2.77941, 1.73940)  0.1211
C (-4.05492, -4.84153, -1.41289)  -0.1921
H (6.86251, 3.11258, 1.50441)  0.1153
H (1.55297, 1.11301, -1.04775)  0.0961
H (6.15700, 0.71091, 1.36415)  0.1149
C (-3.82151, 1.37600, 0.34497)  -0.0915
C (3.99045, 1.89218, 3.68611)  -0.0714
H (3.26600, 1.31013, 0.68395)  0.1150
S (-3.34300, -0.15655, -1.94661)  0.7209
H (-3.93684, 2.65133, 2.05524)  0.1370
S (-2.00829, -1.95008, -5.04626)  0.1109
C (-2.95985, 0.63355, -0.47576)  -0.6882
Sb (0.20029, -0.76288, -5.61950)  0.6269
C (4.59908, 0.99568, 2.82341)  -0.5321
C (2.71674, 0.38544, 0.58771)  -0.0377
C (2.96490, -0.70551, 1.42741)  -0.4925
C (-3.34652, -4.15855, -2.44529)  -0.3100
S (1.30646, -1.13878, -3.59841)  -0.0778
C (1.75095, 0.28056, -0.38518)  -0.1666
C (1.30283, -1.90199, 0.17581)  -0.1276
C (6.04490, 2.73679, 2.10831)  -0.1213

Forces on the atoms, in the same order (eV/Å):
F 0.1 0.0 0.1
H 0.0 0.0 0.0
N 0.1 0.0 0.0
C 0.2 0.1 0.0
C 0.0 0.1 0.1
S -0.6 -1.3 0.8
H 0.0 0.0 0.0
H 0.0 0.0 0.0
C -0.2 -0.2 -0.3
S 0.1 0.1 1.1
H -0.1 0.0 0.0
F 0.1 0.0 0.0
C -0.1 0.0 -0.2
Tc -0.1 0.6 -2.6
C 0.0 -0.1 0.0
C 0.1 0.1 0.3
H 0.0 0.0 0.0
N 0.1 0.3 0.0
C -0.2 0.0 0.0
N 0.0 -0.3 -0.1
C 0.1 0.0 -0.1
N 0.1 0.0 0.3
S 0.4 0.7 0.1
S 0.3 -0.1 -0.1
S 0.2 0.2 0.0
F 0.0 0.1 0.0
N 0.0 0.1 0.0
C 0.0 0.0 0.0
H -0.1 0.0 0.0
C -0.1 -0.1 0.2
H 0.0 0.0 0.0
H 0.0 0.0 0.0
H 0.0 0.0 0.0
C 0.0 0.0 0.1
C 0.0 0.1 0.0
H 0.0 0.0 0.0
S 1.0 -0.4 -0.5
H 0.0 0.0 0.0
S 0.1 0.3 -0.4
C 0.0 0.2 0.2
Sb -0.5 0.1 0.6
C -0.1 -0.3 0.0
C 0.1 -0.1 0.0
C -0.2 0.1 -0.1
C 0.1 0.3 0.0
S -0.9 0.2 0.7
C 0.1 0.0 -0.1
C 0.0 -0.1 0.1
C 0.0 -0.2 0.0

---

Record 4
Entry from OMol25: a structure of composition C20H11F4N6O2Pt (ωB97M-V/def2-TZVPD).

Output
Calculated total energy: -48060.90241 eV
<S²>: 3.82
Relative energy (zero: lowest compared OMol25 entry of this formula, charge and spin): 59.6 kcal/mol
Multiplicity: 4
Largest force on an atom: 1.77 eV/A

Each line ends with the Löwdin charge.
Cartesian coordinates (Å):
N (-1.29061, 2.03415, -0.65724)  0.0709
H (-2.66910, 0.03965, 1.90124)  0.1428
C (-0.04335, 1.97806, 2.20590)  -0.0235
C (-2.46597, -0.39239, -4.29968)  -0.1408
C (-3.58092, 0.36940, -1.91069)  -0.2084
O (-0.26619, -0.16056, 1.38022)  -0.2365
C (1.70654, -0.39596, -1.50793)  -0.2514
H (1.74503, 0.07057, -2.49412)  0.0348
F (-1.94382, -0.77375, -5.46444)  0.1236
N (0.96318, -4.68504, -0.15758)  0.2401
C (-1.09412, -2.00159, -2.95691)  -0.1325
F (-3.24689, -1.77704, -1.06261)  0.1149
F (-4.21009, 0.71512, -0.78085)  0.1080
O (-0.92026, -3.43410, -0.87058)  0.1242
C (-2.98768, 2.69161, -2.42717)  -0.1866
C (-2.20793, -1.18396, -3.14090)  -0.0640
N (0.82280, -2.66238, -1.49474)  0.0043
C (-1.95567, 3.16873, 2.99985)  -0.0473
H (0.99926, 1.87395, 1.94938)  0.1418
H (-3.79075, 2.04679, 2.88150)  0.1181
C (-3.22806, 3.91680, -3.06594)  -0.2235
C (-2.12802, 0.93173, 2.17795)  -0.0185
N (-0.80639, 0.90476, 1.92842)  -0.2425
C (-0.25324, -2.45352, -3.99560)  -0.1925
C (-0.54612, -2.15678, -1.57198)  -0.2846
N (-3.44347, 4.93608, -3.56273)  0.1360
Pt (-0.32840, -0.02005, -0.87518)  1.0691
C (-2.05343, 2.50546, -1.40329)  -0.1549
H (-2.41013, 4.06374, 3.40021)  0.1134
C (-3.03125, -0.86065, -2.01237)  -0.2018
C (-2.72405, 2.05100, 2.71185)  -0.0298
F (-2.98630, 1.68187, -5.21848)  0.1319
H (2.70262, -2.18858, -0.77351)  0.1149
C (-3.35143, 1.36348, -2.89919)  -0.0472
C (2.04981, -1.88635, -1.59516)  -0.2015
H (2.53417, -2.13493, -2.54143)  0.1098
H (0.38141, -5.44604, 0.15177)  0.1284
H (1.91953, -4.89286, -0.39142)  0.1262
H (2.40039, 0.11619, -0.84544)  0.0285
C (-0.59381, 3.11890, 2.74143)  -0.0341
H (0.04278, 3.96933, 2.93675)  0.1161
C (-3.01226, 0.85484, -4.17846)  -0.1503
C (0.37090, -3.68910, -0.81720)  -0.4001
N (0.51151, -2.88058, -4.74916)  0.1745

Forces on the atoms, in the same order (eV/Å):
N -0.1 0.2 0.2
H 0.1 0.0 0.0
C 0.1 -0.1 -0.1
C 0.0 0.0 0.0
C 0.1 0.1 -0.1
O 0.1 -0.1 -0.2
C -0.3 0.1 0.1
H 0.1 0.0 0.0
F 0.1 0.1 -0.1
N -0.1 0.0 0.0
C -0.2 -0.3 0.2
F 0.2 0.0 0.1
F 0.0 0.0 0.2
O -0.1 -0.6 0.4
C -0.3 -0.5 0.1
C 0.1 -0.1 0.0
N -0.1 -0.5 -0.1
C 0.0 -0.1 -0.1
H 0.0 -0.1 0.0
H 0.0 0.0 0.0
C 0.1 0.3 -0.1
C -0.1 -0.1 -0.1
N -0.2 0.4 0.3
C 0.2 -0.2 -0.3
C 0.1 1.8 -0.1
N 0.0 0.0 0.0
Pt 0.3 -0.9 -0.1
C 0.1 0.0 0.0
H 0.0 0.0 0.0
C -0.1 0.0 -0.2
C 0.0 0.2 0.1
F 0.1 0.1 -0.1
H 0.0 0.0 0.0
C 0.0 0.1 0.0
C 0.1 0.1 0.0
H 0.0 0.0 0.0
H 0.0 0.0 0.0
H 0.0 0.0 0.0
H 0.0 0.0 0.0
C -0.2 0.0 0.1
H 0.0 0.0 0.0
C 0.0 0.0 0.2
C 0.0 0.3 -0.2
N 0.0 0.1 0.0

---

Record 5
Entry from OMol25: a structure of composition C20H11N5O5OsSe (ωB97M-V/def2-TZVPD).

Output
Calculated total energy: -106368.78727 eV
<S²>: 6.08
Net charge: +4
Multiplicity: 5
Largest force on an atom: 10.47 eV/A

Each line ends with the Löwdin charge.
Cartesian coordinates (Å):
O (0.77665, 0.97262, -0.78926)  -0.0038
H (3.12796, -1.18903, 3.38852)  0.1417
N (1.14023, -6.55895, 0.91979)  -0.1139
C (-0.70557, 5.42324, -1.27411)  -0.0270
H (3.78482, -3.54443, 4.05461)  0.1761
Os (0.98529, -0.02985, 1.30968)  1.6001
C (-0.37127, 3.04202, -1.05674)  -0.0136
C (-0.62302, 2.88134, -2.40111)  0.1321
C (-1.12467, 3.95628, -3.16390)  0.2189
C (1.45806, -4.17818, 1.61143)  -0.0535
N (-0.76646, -5.97040, -0.78389)  -0.1610
C (-1.97161, -3.33888, -0.83286)  0.0892
O (-0.18932, 1.83410, 0.94899)  -0.0757
O (1.78113, 1.39315, 3.71111)  0.0911
C (-1.30250, 7.46675, -1.99108)  0.0341
N (1.43915, 0.80723, 2.68082)  -0.3253
H (-0.03406, 4.56210, 0.55928)  0.1839
C (0.81246, -5.29869, 0.90400)  -0.2371
O (-0.72164, 6.80037, -0.90585)  0.2067
N (-0.53211, -1.29375, 0.42529)  -0.0339
C (-0.04598, -2.58725, 0.38249)  -0.0958
C (-0.35652, 4.33457, -0.44462)  0.2838
C (2.74435, -2.07873, 2.87865)  -0.0381
C (-1.15150, 5.19153, -2.54078)  -0.0540
C (-0.78077, -3.63744, -0.24281)  -0.0766
H (-3.33094, -1.76993, -1.33050)  0.1303
C (3.09907, -3.30166, 3.19220)  0.0231
C (-0.34681, -4.99717, -0.00542)  -0.2374
H (-0.57839, 1.91546, -2.83960)  0.1547
C (0.14829, 1.89979, -0.29370)  -0.6352
C (-2.37658, -1.98569, -0.90999)  0.0382
H (-2.03304, 0.02158, -0.12383)  0.1208
H (-2.34493, 7.80456, -1.75653)  0.2233
H (-0.63382, 8.15154, -2.45325)  0.1873
C (-1.68285, -0.97064, -0.29494)  -0.0183
N (1.74291, -1.89326, 1.91883)  -0.0532
O (-1.52413, 6.46112, -3.06629)  0.1868
H (-1.64298, 3.87054, -4.10113)  0.1796
C (2.53381, -4.42783, 2.50467)  0.1446
C (1.12979, -2.89554, 1.19594)  -0.1181
H (-2.60196, -4.07319, -1.31831)  0.1543
Se (0.23125, -7.36461, -0.43643)  1.5352
H (2.83824, -5.40476, 2.77059)  0.1361

Forces on the atoms, in the same order (eV/Å):
O 0.8 -0.2 -1.2
H -0.2 -0.3 -0.4
N 0.5 0.6 -0.3
C 0.3 3.2 2.6
H -0.5 0.6 -1.2
Os -3.2 -0.7 -0.8
C 1.1 0.7 -0.4
C -0.8 0.7 0.0
C -0.7 -0.5 -0.1
C 1.4 -2.1 -0.6
N 0.0 0.8 0.5
C -0.9 1.6 -1.2
O 0.6 0.0 -1.0
O -2.7 -3.1 -5.4
C -1.7 -1.6 -1.2
N 5.3 4.5 7.8
H 0.1 -0.4 0.4
C -0.7 -0.7 -0.2
O -0.1 -4.5 -1.0
N 0.9 -1.8 -2.0
C -1.9 1.1 -0.2
C 0.2 0.6 0.0
C -2.5 2.8 -1.8
C -1.0 5.7 -1.8
C 0.9 0.6 1.7
H -0.5 0.2 -0.5
C 1.4 -5.1 1.4
C 0.5 -0.1 -1.6
H 0.3 -0.7 -0.4
C -1.2 -0.9 2.5
C -0.1 -0.5 0.4
H -0.2 0.5 -0.3
H 0.8 0.3 0.1
H 0.6 1.2 -0.1
C 1.9 -2.1 1.8
N -0.2 1.2 -1.2
O 0.9 -3.3 1.6
H 0.3 -0.3 -0.7
C -1.0 2.9 0.3
C 1.1 0.8 3.2
H 0.1 -0.2 0.2
Se 0.2 -0.4 1.0
H 0.2 -1.0 0.1

---

Record 6
Entry from OMol25: a structure of composition C20H12Br2N2O3Pd (ωB97M-V/def2-TZVPD).

Output
Calculated total energy: -173622.69777 eV
Relative energy (zero: lowest compared OMol25 entry of this formula, charge and spin): 17.8 kcal/mol
Net charge: -2
Largest force on an atom: 0.63 eV/A

Each line ends with the Löwdin charge.
Cartesian coordinates (Å):
H (-3.27475, 4.38793, 0.00559)  0.0561
C (-4.03581, 1.32109, -1.27923)  -0.2279
C (-2.52687, 0.47485, 4.94980)  -0.0755
H (-1.32394, 1.33551, -1.74552)  0.0473
H (-3.59787, 0.63513, 4.95376)  0.1000
C (1.62332, -0.24478, 4.90077)  -0.0258
C (-3.23699, 3.31537, -0.13527)  -0.1477
C (0.23160, 0.01293, 4.97068)  -0.1669
C (1.45947, -0.16421, 2.51323)  -0.1667
H (-1.43222, -0.46209, -1.84350)  0.0550
C (-1.86509, 0.40278, 3.75734)  0.0094
C (-2.56459, 2.52963, 0.75252)  -0.2465
H (3.28344, -0.54975, 3.56583)  0.1064
C (-3.37719, -0.93880, -0.14810)  -0.4872
C (-5.12981, -0.76953, -1.91055)  -0.2414
C (-4.43450, -1.46984, -0.89204)  -0.6444
C (-4.92821, 0.54992, -2.10598)  -0.6506
C (2.23030, -0.34122, 3.68806)  -0.0042
H (-2.37812, 0.39010, 7.11073)  0.0890
O (-2.72205, -1.55200, 0.71546)  -0.0991
O (3.33729, -0.46232, 1.11268)  -0.0220
C (-0.48840, 0.10092, 6.18706)  -0.0659
C (-0.46613, 0.17813, 3.75684)  -0.1791
O (1.30388, -0.33564, 0.15425)  -0.1169
C (2.10722, -0.33792, 1.12833)  -0.6351
H (0.04608, -0.02136, 7.12339)  0.0984
H (-4.75532, 3.24842, -1.71461)  0.0507
Br (-4.86647, -3.32742, -0.65721)  0.5825
C (-2.95688, 0.52879, -0.52428)  -0.4136
N (0.17960, 0.10812, 2.55446)  0.0671
H (-5.86170, -1.30024, -2.50574)  0.0693
N (-2.52419, 1.18080, 0.72900)  -0.1095
H (-2.36268, 0.49919, 2.79315)  0.0827
H (-2.05227, 2.99025, 1.59724)  0.0856
Pd (-0.67732, 0.28785, 0.59196)  0.9008
H (2.18573, -0.37361, 5.82033)  0.1041
C (-1.56673, 0.41615, -1.20823)  -0.1505
C (-1.83430, 0.32882, 6.17492)  -0.1065
C (-4.05463, 2.66096, -1.12977)  -0.1163
Br (-6.05306, 1.45470, -3.38932)  0.5951

Forces on the atoms, in the same order (eV/Å):
H 0.0 0.0 0.0
C 0.1 0.0 0.1
C 0.0 0.0 0.1
H 0.0 0.0 0.1
H 0.0 0.0 0.0
C 0.0 0.0 0.0
C 0.0 0.0 0.1
C 0.0 0.0 0.0
C 0.0 -0.1 0.1
H 0.1 0.0 0.1
C 0.1 0.0 0.0
C 0.1 0.2 0.0
H 0.0 0.0 0.0
C 0.1 0.0 0.2
C 0.1 -0.1 0.1
C -0.1 0.0 -0.2
C 0.0 0.2 -0.1
C 0.0 0.0 0.0
H 0.0 0.0 0.0
O -0.1 0.0 -0.1
O 0.0 -0.1 0.0
C 0.1 0.0 0.0
C 0.0 0.1 -0.1
O 0.1 -0.1 0.0
C 0.0 0.2 0.0
H 0.0 0.0 0.0
H 0.0 0.0 0.0
Br 0.0 0.0 0.0
C -0.1 -0.3 0.0
N 0.1 -0.1 0.1
H 0.0 0.0 0.0
N -0.1 -0.3 0.0
H 0.0 0.0 0.0
H 0.0 0.0 0.0
Pd -0.1 0.5 -0.3
H 0.0 0.0 0.0
C -0.2 -0.1 0.1
C -0.1 0.0 0.0
C -0.1 0.0 0.0
Br 0.0 0.0 0.0